A 2-piece molecular cluster, C21H37O3Si overall at a distorted geometry, computed with ωB97M-V/def2-TZVPD.

Its total charge is +1. The calculation puts the HOMO-LUMO gap at 5.773 eV.

Each atom is followed by the atoms it is bonded to, with distances in Å.
Positions of all 62 atoms, in Å:
1 C -2.150 -0.583 2.695  O2 1.451, H11 1.093, H12 1.101, H13 1.101
2 O -1.300 -1.427 1.877  C1 1.451, C3 1.307
3 C -0.041 -1.125 1.693  O2 1.307, C4 1.419, H14 1.094
4 C 0.985 -2.096 1.829  C3 1.419, C5 1.420, C10 1.431
5 C 2.316 -1.650 1.615  C4 1.420, C6 1.384, H15 1.092
6 C 3.370 -2.543 1.698  C5 1.384, C7 1.402, H16 1.090
7 C 3.144 -3.893 2.003  C6 1.402, C8 1.498, C9 1.403
8 C 4.282 -4.867 1.976  C7 1.498, H17 1.092, H18 1.097, H19 1.094
9 C 1.840 -4.314 2.304  C7 1.403, C10 1.382, H20 1.093
10 C 0.759 -3.457 2.208  C4 1.431, C9 1.382, H21 1.092
11 H -2.900 -1.263 3.108  C1 1.093
12 H -1.573 -0.110 3.505  C1 1.101
13 H -2.617 0.180 2.053  C1 1.101
14 H 0.221 -0.068 1.585  C3 1.094
15 H 2.463 -0.592 1.390  C5 1.092
16 H 4.391 -2.211 1.506  C6 1.090
17 H 3.924 -5.871 2.211  C8 1.092
18 H 4.780 -4.906 0.999  C8 1.097
19 H 5.047 -4.598 2.711  C8 1.094
20 H 1.700 -5.359 2.594  C9 1.093
21 H -0.255 -3.797 2.427  C10 1.092
22 C -1.089 6.547 1.799  C23 1.527, H37 1.091, H38 1.094, H39 1.094
23 C -1.436 5.093 1.489  C22 1.527, C24 1.528, H40 1.096, H41 1.097
24 C -0.194 4.204 1.445  C23 1.528, C25 1.510, H42 1.099, H43 1.098
25 C -0.417 2.714 1.335  C24 1.510, O26 1.469, H44 1.097, H45 1.098
26 O -1.528 2.563 0.385  C25 1.469, C27 1.336
27 C -1.647 1.423 -0.301  O26 1.336, C28 1.357, O29 1.349
28 C -2.876 0.881 -0.488  C27 1.357, H46 1.086, H47 1.084
29 O -0.498 0.861 -0.731  C27 1.349, Si30 1.721
30 Si -0.052 0.399 -2.328  O29 1.721, C31 1.842, C32 1.853, C33 1.921
31 C -0.830 1.619 -3.468  Si30 1.842, H48 1.100, H49 1.098, H50 1.098
32 C 1.766 0.566 -2.018  Si30 1.853, H51 1.097, H52 1.099, H53 1.099
33 C -0.613 -1.390 -2.746  Si30 1.921, C34 1.538, C35 1.532, C36 1.534
34 C -1.517 -1.401 -3.991  C33 1.538, H54 1.097, H55 1.098, H56 1.097
35 C -1.362 -2.015 -1.564  C33 1.532, H57 1.098, H58 1.093, H59 1.100
36 C 0.653 -2.207 -3.032  C33 1.534, H60 1.096, H61 1.097, H62 1.097
37 H -1.993 7.158 1.796  C22 1.091
38 H -0.630 6.644 2.787  C22 1.094
39 H -0.399 6.968 1.061  C22 1.094
40 H -2.125 4.717 2.255  C23 1.096
41 H -1.947 5.040 0.520  C23 1.097
42 H 0.411 4.493 0.574  C24 1.099
43 H 0.419 4.389 2.336  C24 1.098
44 H 0.495 2.225 0.973  C25 1.097
45 H -0.749 2.242 2.269  C25 1.098
46 H -3.011 0.130 -1.260  C28 1.086
47 H -3.715 1.363 0.004  C28 1.084
48 H -0.347 1.490 -4.448  C31 1.100
49 H -1.913 1.486 -3.592  C31 1.098
50 H -0.646 2.645 -3.122  C31 1.098
51 H 2.332 0.372 -2.937  C32 1.097
52 H 1.985 1.593 -1.693  C32 1.099
53 H 2.131 -0.109 -1.231  C32 1.099
54 H -1.019 -0.973 -4.870  C34 1.097
55 H -1.775 -2.441 -4.231  C34 1.098
56 H -2.457 -0.858 -3.835  C34 1.097
57 H -0.787 -2.001 -0.629  C35 1.098
58 H -2.321 -1.526 -1.371  C35 1.093
59 H -1.585 -3.065 -1.803  C35 1.100
60 H 1.292 -2.299 -2.146  C36 1.096
61 H 0.360 -3.219 -3.339  C36 1.097
62 H 1.249 -1.770 -3.842  C36 1.097